{"formula": "C23H23ClN3O6S2Sc", "method": "wB97M-V/def2-TZVPD", "elements": ["Sc", "Cl", "C", "C", "C", "C", "O", "C", "C", "O", "C", "H", "H", "H", "H", "C", "C", "C", "C", "N", "C", "S", "N", "C", "H", "H", "H", "H", "H", "H", "H", "H", "O", "S", "O", "N", "C", "O", "C", "C", "C", "C", "C", "C", "H", "H", "H", "H", "C", "C", "C", "O", "H", "H", "H", "H", "H", "H", "H"], "coordinates": [[-1.1195, 1.5105, -0.6564], [5.9323, 0.9842, 0.7832], [4.3308, 0.8988, 0.1137], [3.8141, -0.3417, -0.2844], [2.5485, -0.4338, -0.8047], [1.7169, 0.7025, -0.9208], [0.5083, 0.5871, -1.3864], [2.2539, 1.9477, -0.4925], [1.4632, 3.1455, -0.4790], [0.2492, 3.2366, -0.6711], [3.5704, 2.0269, -0.0033], [4.4222, -1.2299, -0.1719], [2.1369, -1.3921, -1.0919], [2.0142, 4.0715, -0.2540], [3.9653, 2.9860, 0.3115], [-3.5445, -3.6363, 2.0362], [-3.1495, -2.6113, 1.0325], [-2.4249, -2.8659, -0.0959], [-2.0160, -1.7848, -0.8904], [-2.3529, -0.5348, -0.5967], [-3.0901, -0.2730, 0.5061], [-3.4692, 1.2912, 0.9422], [-3.4872, -1.3280, 1.2829], [-1.1931, -2.0282, -2.1080], [-3.6103, -4.6208, 1.5807], [-4.4964, -3.3916, 2.5066], [-2.7613, -3.6591, 2.7984], [-2.1133, -3.8719, -0.3316], [-3.9687, -1.0914, 2.1392], [-0.5038, -2.8542, -1.9342], [-0.6351, -1.1378, -2.3822], [-1.8579, -2.3033, -2.9311], [-0.3832, -2.7582, 3.0498], [0.3880, -2.0670, 2.0446], [0.8839, -2.8714, 0.9572], [-0.4406, -0.7820, 1.4853], [0.1710, 0.3528, 1.7621], [-0.2271, 1.4810, 1.3531], [1.4204, 0.2026, 2.5661], [2.2829, 1.1905, 3.0018], [3.4394, 0.7992, 3.6661], [3.7216, -0.5467, 3.8786], [2.8503, -1.5393, 3.4402], [1.7060, -1.1312, 2.7908], [2.0552, 2.2322, 2.8184], [4.1393, 1.5493, 4.0107], [4.6343, -0.8248, 4.3889], [3.0637, -2.5881, 3.5988], [-3.0552, 1.5160, -4.1198], [-2.2968, 2.6103, -3.3793], [-0.9362, 2.8729, -4.0158], [-2.1519, 2.2500, -2.0347], [-3.2398, 1.7945, -5.1590], [-4.0105, 1.3333, -3.6264], [-2.4729, 0.5907, -4.1017], [-2.8881, 3.5343, -3.4250], [-0.3321, 1.9625, -3.9756], [-0.4147, 3.6562, -3.4642], [-1.0395, 3.1819, -5.0573]], "atomic_forces_ev_per_a": [[-0.69, 0.27, 0.08], [0.04, 0.00, 0.01], [0.00, -0.08, -0.01], [0.03, 0.08, 0.01], [-0.12, -0.02, -0.05], [0.29, 0.04, 0.10], [-0.02, -0.10, -0.03], [-0.10, -0.22, -0.06], [-0.01, 0.17, 0.01], [0.09, -0.05, 0.03], [-0.04, 0.08, -0.01], [0.00, 0.00, 0.00], [0.00, -0.01, 0.01], [-0.01, 0.03, -0.04], [-0.01, 0.00, 0.00], [0.10, 0.04, 0.04], [-0.02, 0.04, -0.06], [-0.02, -0.06, 0.00], [-0.10, 0.06, -0.02], [0.25, -0.07, -0.01], [-0.09, -0.13, 0.08], [0.09, 0.12, 0.02], [0.00, -0.04, -0.08], [0.03, 0.01, 0.00], [0.01, 0.01, -0.02], [0.00, 0.00, 0.00], [-0.02, -0.02, 0.04], [-0.01, 0.01, 0.00], [-0.01, 0.02, -0.01], [-0.01, 0.00, 0.00], [0.00, 0.00, -0.01], [0.00, 0.00, 0.00], [-0.01, 0.06, -0.03], [-0.08, -0.03, 0.19], [0.05, 0.08, -0.08], [0.21, -0.12, 0.05], [-0.21, 0.13, 0.01], [0.17, -0.27, 0.04], [0.13, 0.02, -0.01], [0.00, -0.03, 0.02], [0.01, 0.03, 0.00], [-0.02, 0.00, 0.00], [-0.01, -0.06, 0.02], [-0.12, 0.02, -0.10], [0.00, 0.00, 0.00], [0.00, -0.01, 0.01], [0.00, 0.00, 0.00], [0.01, 0.01, 0.00], [-0.01, 0.04, 0.10], [-0.07, 0.03, -0.07], [-0.06, 0.00, 0.12], [0.31, -0.04, -0.19], [0.00, -0.01, -0.01], [0.00, -0.03, -0.03], [-0.01, -0.01, -0.01], [-0.01, 0.01, -0.01], [0.02, 0.00, -0.02], [0.02, 0.00, -0.03], [0.00, 0.00, -0.01]], "nbo_charge": [1.769, -0.006, -0.097, -0.176, -0.229, 0.414, -0.803, -0.288, 0.474, -0.602, -0.152, 0.233, 0.235, 0.142, 0.225, -0.670, 0.353, -0.356, 0.416, -0.589, 0.293, -0.133, -0.531, -0.676, 0.241, 0.226, 0.283, 0.244, 0.435, 0.241, 0.266, 0.242, -0.960, 2.296, -0.952, -0.883, 0.651, -0.743, -0.157, -0.164, -0.198, -0.190, -0.212, -0.227, 0.232, 0.222, 0.222, 0.233, -0.616, 0.122, -0.626, -0.872, 0.203, 0.214, 0.195, 0.158, 0.204, 0.214, 0.206], "homo_energy_ev": -8.41, "fmax_ev_per_a": 0.75, "e_above_lowest_kj_mol": 0.0, "gap_ev": 8.09, "energy_ev": -95879.472, "molar_mass_g_mol": 582.0}